Here is C47H50GeInN3O4Sb2 as an isolated structure in a non-equilibrium geometry from the OMol25 dataset. Energies are from ωB97M-V/def2-TZVPD.

Last column: Mulliken charge in e.
Positions of all 108 atoms, in Å:
C 3.64 3.30 4.15  -0.608
H -6.12 3.56 5.69  0.334
H -5.39 1.09 -3.88  0.426
H 2.40 5.31 0.84  0.595
N 1.53 -1.65 -0.52  0.046
C -4.65 1.69 -1.96  -0.552
H -2.21 7.77 -1.58  0.365
C 3.13 4.54 0.62  -2.231
H -2.05 2.21 3.85  0.283
H 1.93 -1.95 2.83  0.346
C 0.96 1.13 4.40  -1.610
C -5.46 2.06 4.30  -0.673
H -6.44 1.81 0.88  0.310
H 0.36 0.23 4.50  0.391
H -5.82 1.23 4.90  0.415
H -4.29 -3.55 4.11  0.343
H 3.87 4.61 -2.24  0.485
H 5.63 3.74 0.93  0.299
H 4.45 -1.55 -5.45  0.365
C -3.74 6.41 -0.95  -0.786
H 1.76 -3.24 1.63  0.418
H -1.02 3.41 4.65  0.707
C 3.57 -1.84 -4.89  -0.674
O 0.26 2.81 -2.98  -0.437
C 1.53 4.02 3.11  -1.502
C -2.07 1.00 0.82  -0.057
C 1.23 -2.52 -3.44  0.617
N 0.03 -2.35 2.22  -0.666
C -1.69 4.68 -0.33  0.104
C -2.66 -2.58 3.12  -0.597
H -0.58 -0.62 1.24  -0.410
O 0.15 -2.84 -2.84  -0.950
C 3.71 3.97 1.84  1.115
C -3.00 4.28 -0.11  0.175
C -4.52 4.15 2.77  -0.143
C 3.64 1.70 -0.72  -1.133
H -6.00 -2.52 2.64  0.407
C -6.21 1.65 -0.17  -0.153
C -2.24 -1.69 2.14  0.492
H -4.55 7.09 -1.20  0.361
C -4.02 5.16 -0.44  -0.280
H -0.37 6.20 -1.04  0.363
Sb 0.34 2.19 2.58  0.017
C 2.45 -2.35 -5.55  -0.281
H 2.98 3.51 -3.31  0.390
H -5.27 5.43 4.32  0.364
H -5.04 4.85 -0.29  0.431
H -4.66 0.79 2.78  0.027
C 4.98 2.99 4.15  -0.649
C 1.33 -2.69 -4.85  -0.780
C 1.42 -2.23 1.90  -1.189
H 4.56 2.15 -1.06  0.547
H 2.48 -2.47 -6.63  0.336
H 0.80 1.76 5.27  0.503
C -2.43 6.79 -1.17  -0.550
C 5.06 3.61 1.84  -0.531
H -0.89 3.98 -0.10  -0.129
C -3.99 -2.87 3.32  -0.819
H -1.81 3.78 3.10  0.395
C -3.21 -1.05 1.35  -0.147
H 1.23 4.30 4.12  0.723
H 1.18 4.77 2.41  0.401
C -1.40 5.92 -0.86  -0.484
H 3.92 4.97 0.00  0.647
H -8.20 1.02 -0.66  0.390
Sb 2.01 3.12 -0.78  0.783
C -4.35 2.85 2.30  -0.266
H 3.76 1.36 0.31  0.279
O -2.92 -0.17 0.39  -0.001
H 4.39 -1.29 -3.01  0.270
C -4.56 -1.39 1.53  -0.495
H -1.90 -3.04 3.74  0.464
C 3.53 -1.70 -3.53  -0.599
C -5.63 3.36 4.75  -0.536
C -4.95 -2.28 2.50  -0.372
H 5.47 2.64 5.05  0.375
C 2.47 -1.75 -1.37  -0.474
C -4.93 1.91 -0.62  -0.161
In -0.94 -1.05 -1.62  1.254
H -3.64 1.87 -2.32  0.442
C -7.20 1.21 -1.03  -0.596
Ge -3.41 2.45 0.58  1.313
H 3.08 3.20 5.07  0.302
H -4.14 4.97 2.18  0.402
H -5.28 -0.91 0.88  0.357
O 0.78 0.97 -2.07  -0.440
H 1.47 -0.26 0.99  -0.290
H 2.01 0.85 4.35  0.365
N -0.06 1.64 -2.74  0.065
C -5.15 4.41 3.97  -0.777
H 6.75 2.87 2.94  0.373
H 0.45 -3.06 -5.36  0.384
C 1.90 -1.25 0.81  0.044
C 2.89 4.20 -2.48  -1.503
H -1.36 1.14 -0.02  -0.013
H -7.68 0.64 -3.04  0.338
H 3.51 -1.58 -1.02  0.256
C -1.33 3.01 3.69  -1.331
H 3.37 0.86 -1.35  0.133
C 5.70 3.13 2.97  -0.765
C 2.97 3.77 3.02  0.865
C -6.91 1.00 -2.37  -0.418
C 2.39 -2.01 -2.77  0.745
H 2.22 5.00 -2.78  0.320
H 3.00 -1.18 0.91  0.490
C -0.83 -1.51 1.83  1.139
C -5.63 1.25 -2.83  -0.700
C -4.82 1.81 3.10  0.070

Summary:
- Largest force on an atom: 0.0205 Eh/bohr
- Energy: -136971.54703 eV
- LUMO level: 4.2 eV
- Net charge: -2
- 2S+1: 1
- Orbital gap: 6.1 eV
- Energy relative to the best compared isomer or geometry (same formula, charge and spin): 5.4 kcal per mole

Here is C47H50N5O5P2RhS2Si as an isolated structure in a non-equilibrium geometry from the OMol25 dataset. Energies are from ωB97M-V/def2-TZVPD.

Last column: Mulliken charge in e.
Positions of all 113 atoms, in Å:
H -5.63 0.42 2.40  0.488
H -4.19 3.44 1.30  0.450
H 3.11 0.05 0.51  0.916
C -5.54 -0.98 -0.68  -0.891
C -3.26 -4.74 -2.02  -0.105
H 2.41 -4.77 0.52  0.461
H -1.65 1.62 4.23  0.300
S -4.17 -5.86 -3.10  -0.069
C 2.95 -2.04 -3.87  -0.929
Si 1.20 0.35 3.69  -0.057
C 0.75 -1.48 -3.06  0.759
C -0.96 1.40 2.18  0.891
C -1.15 -4.63 3.19  -0.815
C -4.20 -1.32 -0.72  -0.183
C 5.11 -4.11 0.90  0.414
H -3.30 3.18 -4.36  0.401
H -2.19 -3.45 -3.40  0.064
H -3.03 -5.33 -1.13  0.258
C 3.00 -1.02 0.56  -2.167
H 0.19 1.87 -2.25  0.393
H -3.79 -1.81 -1.59  -0.134
O 1.51 1.25 -0.21  0.006
O 9.90 -3.93 0.73  -0.670
H -0.40 -4.91 3.92  0.538
C -2.96 2.59 2.87  -0.630
H 3.60 0.71 4.08  0.506
C 0.21 -1.84 -4.30  -0.583
O 1.44 2.99 1.25  -0.468
H 2.15 -1.64 4.79  0.561
N 6.24 -3.44 1.06  -0.243
C 1.83 2.43 0.25  -0.327
C 2.62 -3.71 0.55  -1.193
C 1.45 -1.49 3.97  -0.644
N 0.09 0.59 2.35  1.482
H -3.93 -3.94 -1.71  -0.239
C -2.57 0.11 -3.14  -0.092
H 0.62 -2.61 -6.25  0.447
C 5.05 -5.49 0.90  -0.656
O 8.57 -1.89 0.88  -0.663
C 2.41 -2.43 -5.08  -0.629
H -4.26 0.91 -4.19  0.482
C -1.97 -4.19 -2.63  -1.155
H 1.89 -1.97 3.09  0.064
H -3.26 -0.19 2.33  0.617
H 0.35 2.16 5.19  0.370
H -0.33 0.59 5.68  0.324
C -6.06 -0.35 0.44  -0.926
S 8.90 -3.18 1.45  1.190
C -4.62 -4.72 -4.42  -0.754
H 1.36 0.98 6.02  0.370
N 1.75 -1.49 0.42  3.324
C 4.09 -1.85 0.71  -1.415
H -6.18 -1.20 -1.52  0.501
P -0.31 -0.86 -1.75  0.392
H -0.01 -3.58 -2.01  0.284
H 5.09 -1.44 0.82  0.901
H 3.05 -2.80 -5.87  0.413
H -0.85 -1.73 -4.48  0.368
C -3.89 -0.41 1.48  -0.768
C -3.11 -3.86 1.38  -0.675
H -0.07 -2.92 2.54  0.181
H -2.99 -0.89 -3.07  0.178
C -1.29 1.75 0.85  0.538
C -1.49 2.66 -3.33  -0.709
H 0.51 -1.99 4.22  0.161
H -5.11 -3.83 -4.02  0.183
C -3.30 2.86 1.53  -1.043
H -0.55 1.70 0.04  0.050
H -4.22 -5.53 2.10  0.478
C 2.13 -1.58 -2.85  -0.094
N -1.37 -2.16 -1.25  0.510
H 6.34 -7.21 1.10  0.412
H -3.89 -3.55 0.70  0.519
C -5.23 -0.07 1.52  -0.690
C -2.32 -5.37 3.07  -0.735
H -2.48 -6.24 3.69  0.411
C -3.28 1.12 -3.77  -0.794
H 2.55 2.92 -0.44  0.374
C -0.95 -3.52 2.39  0.013
C -0.78 1.65 -2.69  -1.097
C -2.49 2.41 0.52  -0.351
H -3.75 -4.42 -5.01  0.228
H 3.25 0.93 2.37  0.153
H 2.55 -1.27 -1.91  0.428
O 9.01 -3.20 2.90  -0.674
P -1.66 -1.66 0.41  0.920
C 2.87 1.11 3.37  -0.854
C -1.85 1.86 3.20  -0.793
C 6.28 -6.13 1.08  -0.354
C 0.56 1.09 5.29  -1.459
C -1.02 -3.56 -1.61  -0.475
H -2.71 2.64 -0.52  0.351
H -1.02 -4.17 -0.70  0.877
C -1.91 -3.13 1.45  0.490
H 0.59 -3.18 0.23  0.049
H -1.45 -5.02 -3.13  0.600
C -3.36 -1.03 0.36  1.341
C -2.74 2.39 -3.87  -0.780
C 1.03 -2.32 -5.30  -0.834
H 4.15 -6.06 0.76  0.434
C 1.59 -2.82 0.41  -0.825
C 7.37 -4.14 1.21  -0.031
H 4.02 -2.11 -3.70  0.513
H -7.11 -0.08 0.48  0.406
C -1.33 0.38 -2.58  1.322
Rh 0.17 -0.16 0.43  -1.236
H -5.32 -5.23 -5.07  0.387
H -3.60 2.95 3.66  0.398
C 3.92 -3.23 0.73  0.684
H -1.06 3.65 -3.41  0.443
H 2.82 2.19 3.49  0.314
C -3.30 -4.98 2.17  -0.889
N 7.42 -5.48 1.23  -0.483

Summary:
- Largest force on an atom: 0.0227 Eh/bohr
- Energy: -118373.88894 eV
- LUMO level (alpha / beta): -1.6 / -1.6 eV
- 2S+1: 1
- Orbital gap (alpha / beta): 5.5 / 5.5 eV
- Energy relative to the best compared isomer or geometry (same formula, charge and spin): 0.0 kcal per mole